The following is a DFT calculation (the ωB97M-V functional and the def2-TZVPD basis) of C26H26N5S3Se2Ta as an isolated structure in a non-equilibrium geometry.

Structure (XYZ):
```
63
Properties=species:S:1:pos:R:3:forces:R:3
Ta -0.587 0.019 0.702 0.07 0.30 -0.82
C -4.680 -1.074 -0.105 0.15 -1.20 2.16
Se -2.858 -1.949 0.184 -1.11 0.46 0.03
C -3.267 -2.757 1.966 0.74 -1.78 -0.65
C -2.423 -2.276 3.103 1.25 0.25 1.43
Se -0.495 -2.135 2.409 -1.05 -0.25 2.81
C 0.314 -1.957 4.309 -0.02 0.93 -1.52
H -4.729 -0.534 -1.007 0.31 0.84 -0.95
H -4.897 -0.488 0.817 0.17 -0.23 -0.92
H -5.391 -1.915 -0.168 0.48 0.25 0.06
H -3.044 -3.847 1.817 -0.07 0.98 -0.06
H -4.328 -2.760 2.160 -0.42 0.62 -0.04
H -2.348 -3.068 3.933 -0.22 1.25 -1.18
H -2.621 -1.226 3.518 0.04 -1.88 -0.58
H 0.441 -2.985 4.614 0.01 -0.05 0.19
H -0.350 -1.346 4.927 -0.04 -0.34 -0.21
H 1.258 -1.420 4.153 -0.19 -0.37 0.13
N 0.657 -1.786 -0.240 -1.94 -0.49 -0.06
C 2.026 -1.679 -0.666 0.74 0.75 0.61
C 2.420 -2.422 -1.761 -0.92 -0.57 -0.67
C 3.702 -2.362 -2.241 1.06 -0.63 -0.39
C 4.642 -1.605 -1.516 -1.79 0.36 -0.23
C 4.254 -0.801 -0.460 -2.66 -1.49 0.46
C 2.903 -0.877 0.078 0.73 0.35 -2.09
C 2.503 0.084 1.150 -0.45 -1.58 -0.15
C 3.463 0.330 2.072 1.52 2.33 0.87
C 3.296 1.424 2.992 1.12 -2.28 0.43
C 2.239 2.279 2.943 -0.85 0.63 -1.37
C 1.188 1.903 2.101 -0.20 0.30 -0.43
C 1.222 0.698 1.318 0.73 1.04 0.10
H 0.049 -2.129 -1.034 0.98 0.25 0.93
H 0.621 -2.528 0.487 -0.05 0.32 -0.87
H 1.673 -3.072 -2.254 0.46 0.47 0.22
H 3.987 -2.944 -3.167 -0.26 0.79 1.32
H 5.614 -1.541 -1.879 1.66 0.10 -0.50
H 4.908 -0.122 -0.001 1.04 0.68 0.34
H 4.495 -0.042 1.884 -1.04 -0.12 0.90
H 3.985 1.453 3.825 0.54 0.61 -0.30
H 2.286 3.301 3.327 -0.23 -0.63 0.53
H 0.363 2.624 1.967 0.23 -0.72 0.30
S -1.914 0.745 2.660 0.00 0.40 0.03
C -3.355 1.554 2.064 0.34 0.46 -2.01
C -4.587 1.560 2.868 -0.99 -0.76 -0.11
N -5.620 1.344 3.377 2.37 0.65 -0.96
C -3.260 1.975 0.732 -1.30 -0.11 1.57
S -1.800 1.782 -0.256 -1.74 0.41 0.96
C -4.438 2.491 0.062 -0.91 0.44 -0.34
N -5.426 2.842 -0.447 1.61 -0.57 0.71
N -0.073 2.651 -6.107 -1.20 0.51 0.27
C 1.031 2.444 -5.391 1.69 0.56 -0.90
S 2.566 2.696 -5.888 0.14 0.07 -0.27
C 0.848 1.888 -4.079 -1.00 -1.97 2.57
C 1.668 2.136 -2.947 0.91 1.39 -1.82
C 1.307 1.630 -1.767 -0.23 -1.09 3.56
N 0.199 0.886 -1.536 0.69 -0.19 1.17
C -0.560 0.600 -2.566 -1.08 -0.65 -0.03
C -0.228 0.981 -3.841 -0.13 0.51 -1.85
H 0.005 3.236 -6.934 -0.01 -0.29 0.10
H -0.929 2.745 -5.556 0.24 0.02 -0.68
H 2.587 2.768 -2.935 -1.00 -0.50 -0.56
H 1.841 1.801 -0.809 0.06 0.16 -1.10
H -1.528 0.169 -2.248 0.57 -0.23 -1.06
H -0.824 0.610 -4.710 0.41 0.53 0.95
```
Positions in Å, forces in eV/Å.

Output
Net charge: +2
Highest occupied orbital energy, eV: -13.16
Largest force on an atom, hartree/bohr: 0.073